(1)
20
Properties=species:S:1:pos:R:3 method="wB97M-V/def2-TZVPD" charge=0 de_lowest_kcal_mol=8.1 lumo_energy_ev=0.6 orbital_gap_ev=9.3
C 2.3983 0.3278 1.2736
C 1.1959 0.0619 0.3948
C 0.8812 1.3014 -0.4244
C -0.1879 1.1358 -1.4898
S -1.7360 0.5448 -0.7447
N 1.4925 -1.0538 -0.5278
H 3.3015 0.3748 0.6689
H 2.3108 1.2529 1.8302
H 2.5338 -0.4670 2.0080
H 0.3392 -0.2101 1.0203
H 1.8079 1.6198 -0.8788
H 0.6094 2.1167 0.2693
H 0.1521 0.4039 -2.2191
H -0.3296 2.0794 -2.0148
H -2.0880 -0.3324 -1.6918
H 0.6743 -1.6576 -0.6116
H 2.1932 -1.6705 -0.1303
H -2.0850 -1.7382 2.6147
H -2.0111 -3.0659 1.8777
O -1.7266 -2.1477 1.8090

(2)
17
Properties=species:S:1:pos:R:3 method="wB97M-V/def2-TZVPD" charge=+1 de_lowest_kcal_mol=181.2 lumo_energy_ev=-10.0 orbital_gap_ev=5.1
C -0.2569 -1.9773 0.0534
C 0.5332 -0.8286 0.6704
C -0.4037 -0.0474 1.6489
N 0.8533 1.8331 -0.3480
C 0.2379 1.6833 -1.4749
N -0.6338 0.7159 -1.7805
H -0.9487 -1.5297 -0.6504
H -0.8393 -2.5297 0.7920
H 0.3412 -2.6652 -0.5473
H 1.3283 -1.2909 1.2703
H 1.0297 -0.2205 -0.1252
H -0.6606 -0.3908 2.6393
H -0.0029 0.9626 1.6811
H -1.3440 0.0913 1.1004
H 0.4644 2.3881 -2.2922
H 1.4980 2.5961 -0.1535
H -1.1962 1.2097 -2.4838

(3)
10
Properties=species:S:1:pos:R:3 method="wB97M-V/def2-TZVPD" charge=0 de_lowest_kcal_mol=112.0 lumo_energy_ev="-0.2 / -0.2" orbital_gap_ev="8.1 / 8.0"
C -0.6798 -0.8505 -0.4849
C -0.6237 -1.8119 0.3819
C 0.3548 0.5829 -0.6938
C 0.3778 1.6631 0.1894
H 0.1598 -2.0042 1.2544
H -1.5278 -2.3947 0.5108
H 1.0836 -0.1607 -0.5191
H 0.2308 0.8824 -1.6755
H 0.0277 2.6993 -0.0802
H 0.5969 1.3942 1.1170

(4)
16
Properties=species:S:1:pos:R:3 method="wB97M-V/def2-TZVPD" charge=0 de_lowest_kcal_mol=73.0 lumo_energy_ev=1.1 orbital_gap_ev=10.2
C -3.2753 0.6975 0.5699
C -1.9656 0.4110 -0.0176
C -0.8896 0.1785 -0.5083
C 0.4098 -0.1614 -1.1010
N 1.5241 0.3949 -0.3396
C 2.7005 -0.4522 -0.2591
C 1.8131 -0.2690 0.9157
H -3.9790 -0.1175 0.3708
H -3.6980 1.6188 0.1569
H -3.1987 0.8170 1.6555
H 0.4786 -1.2621 -1.1819
H 0.4692 0.2372 -2.1206
H 3.6605 0.0542 -0.3204
H 2.6620 -1.4220 -0.7581
H 1.1829 -1.1106 1.2049
H 2.1055 0.3857 1.7329

(5)
61
Properties=species:S:1:pos:R:3 method="wB97M-V/def2-TZVPD" charge=-2 spin_multiplicity=2 de_lowest_kcal_mol=0.3 lumo_energy_ev="3.8 / 3.8" orbital_gap_ev="3.7 / 5.6"
Tl -0.7580 0.3053 -0.0937
O 0.7988 -1.6015 -0.4782
N 1.1898 -2.0497 -1.6373
C 2.4318 -2.5734 -1.7116
C 2.9560 -3.0946 -2.8684
C 2.1727 -3.0719 -4.0214
C 0.9074 -2.5414 -3.9483
C 0.3750 -2.0096 -2.7550
S -1.1774 -1.3302 -2.6926
H 2.9738 -2.5439 -0.7785
H 3.9571 -3.5017 -2.8610
H 2.5551 -3.4581 -4.9583
H 0.2635 -2.5027 -4.8144
S 2.7214 2.6100 -6.6274
C 1.8756 1.8598 -7.9350
C 0.9047 1.0242 -7.4730
C 0.8298 0.9756 -6.0639
C 1.7478 1.7873 -5.4259
C 1.9421 1.9867 -4.0159
C 1.0438 1.3956 -3.0907
N 1.1577 1.4521 -1.7924
C 2.2062 2.1507 -1.2482
C 3.1214 2.8574 -2.0909
C 4.1596 3.6369 -1.4749
C 4.2942 3.6909 -0.1346
C 3.4129 2.9601 0.7334
C 3.5394 2.9816 2.1096
C 2.6650 2.2375 2.9192
C 1.6733 1.4864 2.2429
N 1.5180 1.4549 0.9467
C 2.3657 2.1797 0.1503
C 2.7371 2.2297 4.3584
C 1.9730 1.5356 5.2711
C 2.3234 1.7886 6.6173
C 3.3483 2.6726 6.7524
S 3.9097 3.2124 5.2120
C 2.9796 2.7580 -3.4633
H 2.1473 2.0871 -8.9533
H 0.2530 0.4582 -8.1249
H 0.1345 0.3458 -5.5252
H 0.1814 0.8474 -3.4546
H 4.8366 4.1857 -2.1222
H 5.0771 4.2861 0.3250
H 4.3259 3.5726 2.5690
H 0.9744 0.8810 2.8115
H 1.1859 0.8554 4.9744
H 1.8232 1.3319 7.4606
H 3.8130 3.0447 7.6513
H 3.6858 3.2645 -4.1151
F -5.2810 -4.9521 3.4118
C -4.2915 -4.0425 3.2963
C -3.7900 -3.6925 2.0543
F -4.3172 -4.2683 0.9604
C -2.7718 -2.7698 1.9416
F -2.3475 -2.4818 0.7142
C -2.1755 -2.1329 3.0525
S -0.9043 -0.9982 2.9424
C -2.7257 -2.5238 4.2904
F -2.2561 -1.9856 5.4263
C -3.7496 -3.4378 4.4131
F -4.2408 -3.7508 5.6312